# 1
The following is a DFT calculation (wB97M-V/def2-TZVPD) of a molecular structure, C22H36AsIrN2O8PTe.

## Properties
2S+1: 5
Frontier orbital gap (alpha / beta): 7.89 / 7.64 eV
Electronic energy: -123012.8046 eV
Max |F|: 0.72 eV Å⁻¹
<S²>: 6.0137
Relative energy (zero: lowest compared OMol25 entry of this formula, charge and spin): 5.6 kcal per mole
Total charge: +1

Last column: Mulliken spin population.
Element x y z (Å)
Ir 0.15 0.09 -1.20  2.34
O 0.50 3.97 -2.18  0.18
C 0.38 2.87 -2.59  0.08
O 0.94 1.85 -2.95  0.19
C -1.59 2.36 -2.58  0.12
O -2.25 3.22 -3.05  0.23
O -1.69 1.25 -2.05  0.32
C 2.83 -0.71 1.16  0.00
Te 2.84 -0.58 -0.98  0.15
C 3.61 1.39 -0.72  0.02
C 3.74 1.60 0.77  -0.03
C 4.23 2.81 1.25  0.00
C 4.33 3.04 2.62  0.00
C 3.95 2.04 3.51  0.00
C 3.47 0.84 3.03  0.00
C 3.36 0.61 1.66  0.01
H 3.45 -1.54 1.47  -0.01
H 1.80 -0.88 1.48  0.00
H 2.90 2.08 -1.17  0.02
H 4.57 1.46 -1.23  0.00
H 4.54 3.58 0.55  0.00
H 4.73 3.98 2.98  0.00
H 4.04 2.21 4.58  0.00
H 3.19 0.06 3.73  0.00
N 0.02 -1.63 -5.35  0.00
C 0.41 -2.78 -4.71  0.00
C 0.42 -2.48 -3.39  -0.01
N 0.04 -1.17 -3.22  0.10
C -0.19 -0.69 -4.42  0.00
H -0.09 -1.51 -6.35  0.00
H 0.64 -3.69 -5.24  0.00
H 0.67 -3.11 -2.56  0.00
H -0.50 0.32 -4.64  0.00
C 0.34 2.05 2.91  0.00
As 0.05 2.80 1.17  -0.02
C 0.92 4.50 1.09  0.01
C -1.83 3.03 0.88  0.00
O 0.74 1.82 0.00  0.11
H -0.12 2.67 3.67  0.00
H 1.42 2.00 3.07  0.00
H -0.08 1.05 2.92  0.00
H 0.47 5.19 1.81  0.00
H 0.80 4.89 0.08  0.00
H 1.97 4.36 1.31  0.00
H -1.97 3.61 -0.03  0.00
H -2.26 3.56 1.72  0.00
H -2.28 2.05 0.77  0.00
C -3.42 -2.98 -2.44  0.00
C -3.02 -1.83 -1.56  0.01
O -2.12 -2.32 -0.55  0.02
P -1.02 -1.38 0.12  0.17
O -1.76 -0.56 1.29  -0.03
C -2.51 -1.20 2.35  0.00
C -3.97 -1.35 1.98  0.00
O -0.18 -2.47 0.93  0.01
C -0.18 -3.90 0.67  0.01
C -1.18 -4.61 1.55  0.00
H -4.12 -2.64 -3.21  0.00
H -3.90 -3.77 -1.87  0.00
H -2.54 -3.40 -2.94  0.00
H -3.88 -1.38 -1.06  0.00
H -2.52 -1.05 -2.14  -0.01
H -2.39 -0.55 3.22  0.00
H -2.05 -2.16 2.58  0.00
H -4.39 -0.39 1.68  0.00
H -4.53 -1.72 2.85  0.00
H -4.10 -2.06 1.17  0.00
H 0.84 -4.22 0.89  0.00
H -0.39 -4.07 -0.38  0.00
H -0.98 -4.41 2.60  0.00
H -1.09 -5.69 1.39  0.00
H -2.20 -4.32 1.30  0.00

***

# 2
The following is a DFT calculation (wB97M-V/def2-TZVPD) of a molecular structure, C12H26N2O4Si at a distorted geometry.

## Properties
Frontier orbital gap: 9.66 eV
Electronic energy: -31913.3624 eV
Max |F|: 4.64 eV Å⁻¹
Relative energy (zero: lowest compared OMol25 entry of this formula, charge and spin): 27.2 kcal per mole

Last column: natural (NBO) charge in e.
Element x y z (Å)
N 1.25 0.59 -0.87  -0.13
N -0.29 -0.33 0.82  -0.15
O 0.38 0.33 -1.86  -0.76
O -0.91 -1.24 -0.02  -0.77
O -1.68 -1.14 -2.56  -0.89
O 0.73 -2.33 -1.85  -0.90
C 1.67 1.81 -0.81  0.23
C -0.55 -0.53 2.10  0.23
C 1.16 2.79 -1.83  -0.69
C 0.18 0.37 2.93  -0.66
C -4.07 -0.71 -2.41  -0.63
C 2.39 -2.42 -0.09  -0.64
C 2.21 3.33 1.23  -0.60
C -2.81 -1.42 2.35  -0.59
C -2.65 -0.18 -2.31  -0.06
C 2.10 -2.35 -1.57  -0.03
C 2.69 2.39 0.16  -0.44
C -1.33 -1.73 2.57  -0.47
Si -0.40 -1.06 -1.62  2.48
H 0.16 3.18 -1.58  0.23
H 1.21 2.36 -2.88  0.24
H 1.99 3.61 -1.86  0.21
H -0.07 1.43 2.84  0.23
H 0.04 0.16 4.02  0.22
H 1.24 0.29 2.66  0.24
H -4.70 0.02 -1.96  0.21
H -4.25 -1.76 -2.06  0.23
H -4.43 -0.75 -3.42  0.21
H 2.01 -1.58 0.43  0.22
H 3.45 -2.56 0.08  0.21
H 1.92 -3.31 0.39  0.20
H 1.66 4.19 0.80  0.21
H 2.98 3.68 1.89  0.22
H 1.45 2.73 1.75  0.21
H -2.97 -1.09 1.35  0.22
H -3.37 -2.31 2.45  0.21
H -3.22 -0.69 3.05  0.20
H -2.45 0.17 -1.20  0.15
H -2.36 0.71 -2.82  0.18
H 2.56 -1.51 -1.96  0.16
H 2.52 -3.22 -2.11  0.17
H 3.25 1.53 0.56  0.22
H 3.45 2.99 -0.34  0.21
H -1.15 -1.97 3.66  0.21
H -0.98 -2.49 1.89  0.24

***

# 3
The following is a DFT calculation (wB97M-V/def2-TZVPD) of C6H7NO in the gas phase at a distorted geometry.

## Properties
Frontier orbital gap: 9.57 eV
SMILES string: O=C1C=C[C@]2(CN2)C1
Electronic energy: -9868.2072 eV
Max |F|: 5.82 eV Å⁻¹
Relative energy (zero: lowest compared OMol25 entry of this formula, charge and spin): 102.6 kcal per mole

Last column: natural (NBO) charge in e.
Element x y z (Å)
O 2.29 -2.07 0.60  -0.53
C 1.25 -1.41 0.64  0.52
C -0.15 -1.73 0.76  -0.31
C -0.85 -0.65 0.23  -0.10
C -0.06 0.55 -0.25  -0.02
C -0.67 1.47 -1.22  -0.22
N -0.60 1.88 0.15  -0.54
C 1.32 0.01 0.09  -0.51
H -0.46 -2.64 1.15  0.23
H -1.98 -0.66 0.17  0.21
H -1.79 0.81 -1.29  0.16
H -0.18 1.88 -2.16  0.24
H -1.63 1.49 0.51  0.35
H 2.29 0.33 -0.51  0.26
H 1.22 0.73 1.12  0.26

***

# 4
The following is a DFT calculation (wB97M-V/def2-TZVPD) of a molecular structure, C3H10N4 at a distorted geometry.

## Properties
Frontier orbital gap: 9.14 eV
Electronic energy: -9213.9033 eV
Max |F|: 3.12 eV Å⁻¹
Relative energy (zero: lowest compared OMol25 entry of this formula, charge and spin): 69.2 kcal per mole
Total charge: +2

Last column: natural (NBO) charge in e.
Element x y z (Å)
C 0.01 0.17 0.25  -0.31
C 1.44 0.21 0.06  0.51
C -1.75 -0.37 -0.45  0.36
N -0.87 -1.01 0.49  -0.49
N 2.20 1.23 0.37  -0.67
N 2.14 -0.83 -0.49  -0.79
N -2.74 0.40 -0.12  -0.69
H -0.49 0.94 0.77  0.23
H -1.60 -0.60 -1.45  0.27
H -0.58 -1.86 0.09  0.47
H 1.74 2.10 0.61  0.44
H 3.16 1.25 0.11  0.44
H 1.91 -1.40 -1.28  0.43
H 3.13 -0.93 -0.46  0.43
H -1.39 -0.99 1.32  0.45
H -2.87 0.82 0.80  0.43
H -3.44 0.87 -0.64  0.48

***

# 5
The following is a DFT calculation (wB97M-V/def2-TZVPD) of a molecular structure, C17H12F4N2O6S at a distorted geometry.

## Properties
Frontier orbital gap: 8.02 eV
Electronic energy: -54792.9535 eV
Max |F|: 5.85 eV Å⁻¹
Relative energy (zero: lowest compared OMol25 entry of this formula, charge and spin): 0.0 kcal per mole

Last column: natural (NBO) charge in e.
Element x y z (Å)
O 0.19 3.91 -1.21  -0.57
O 0.20 -3.05 0.80  -0.56
O -4.19 -2.08 -0.22  -0.94
O -2.22 -2.81 -1.55  -0.90
F 3.38 2.86 3.45  -0.30
F 1.09 -0.63 4.67  -0.31
F 2.76 -0.54 6.14  -0.30
F 2.88 -1.94 4.46  -0.32
N -0.64 1.32 -0.55  -0.40
O -1.95 4.65 -1.56  -0.51
O 3.17 0.28 4.15  -0.51
C -1.03 3.68 -1.26  0.76
C -0.53 -2.12 0.54  0.67
C -1.51 2.27 -0.97  0.11
C -1.05 0.03 -0.45  0.39
C -2.84 1.91 -1.21  -0.22
C 2.64 2.43 1.26  -0.28
C 2.14 1.55 0.30  -0.15
C 2.29 -0.25 1.89  -0.27
C -3.29 0.62 -1.13  -0.12
C 2.95 2.00 2.54  0.35
C 2.78 0.64 2.88  0.27
C 1.94 0.17 0.59  -0.06
C -2.36 -0.32 -0.71  -0.36
N -0.12 -0.93 -0.06  -0.44
C -1.36 5.91 -2.05  -0.26
C 2.43 -0.72 4.86  1.17
C 1.31 -0.72 -0.39  -0.25
C -1.92 -2.35 1.06  -0.76
S -2.74 -2.03 -0.44  2.16
H -3.53 2.67 -1.53  0.24
H 2.79 3.46 1.02  0.23
H 1.88 1.96 -0.68  0.24
H 2.11 -1.28 2.16  0.23
H -4.32 0.34 -1.34  0.26
H -0.58 6.33 -1.38  0.21
H -2.13 6.70 -2.13  0.21
H -0.86 5.73 -2.98  0.20
H 1.37 -0.33 -1.44  0.23
H 1.92 -1.66 -0.35  0.26
H -2.12 -3.36 1.36  0.30
H -2.23 -1.67 1.87  0.28

***

# 6
The following is a DFT calculation (wB97M-V/def2-TZVPD) of C3H4O4 in the gas phase at a distorted geometry.

## Properties
Frontier orbital gap: 8.41 eV
SMILES string: OC1=C(O)OCO1
Electronic energy: -11363.3387 eV
Max |F|: 3.91 eV Å⁻¹
Relative energy (zero: lowest compared OMol25 entry of this formula, charge and spin): 61.7 kcal per mole

Last column: natural (NBO) charge in e.
Element x y z (Å)
O -1.90 0.47 1.07  -0.67
C -0.65 0.33 0.54  0.38
C -0.04 -0.84 0.28  0.44
O -0.56 -2.03 0.09  -0.66
O 1.30 -0.55 -0.21  -0.53
C 1.21 0.84 -0.48  0.23
O 0.21 1.40 0.35  -0.50
H -2.50 0.75 0.38  0.48
H 0.06 -2.63 -0.32  0.50
H 0.81 0.83 -1.52  0.14
H 2.06 1.44 -0.19  0.19

***

# 7
The following is a DFT calculation (wB97M-V/def2-TZVPD) of H2N2O3S in the gas phase at a distorted geometry.

## Properties
Frontier orbital gap (alpha / beta): 7.65 / 7.72 eV
SMILES string: NON=S(=O)=O
Electronic energy: -19983.9179 eV
Max |F|: 3.08 eV Å⁻¹
Relative energy (zero: lowest compared OMol25 entry of this formula, charge and spin): 91.6 kcal per mole

Last column: natural (NBO) charge in e.
Element x y z (Å)
N 0.07 0.34 0.27  -0.52
O -0.75 1.35 -0.36  -0.07
N -1.87 1.60 0.05  -0.14
S -3.11 -0.02 -0.30  1.74
O -3.96 -0.24 0.81  -0.86
O -1.99 -0.92 -0.43  -0.94
H 1.01 0.27 -0.29  0.38
H -0.62 -0.44 0.28  0.40

***

# 8
The following is a DFT calculation (wB97M-V/def2-TZVPD) of a molecular structure, C20H59O13 at a distorted geometry.

## Properties
Frontier orbital gap: 6.94 eV
Electronic energy: -48275.8012 eV
Max |F|: 19.70 eV Å⁻¹
Total charge: +1

Last column: Löwdin charge in e.
Element x y z (Å)
O -0.18 -0.10 -0.08  0.09
H -0.79 -0.08 0.85  0.16
H 0.78 -0.19 0.14  0.11
H -0.08 0.79 -0.50  0.11
C 1.98 3.98 0.72  -0.14
C 2.93 3.03 -0.04  -0.18
O 3.76 3.93 -0.90  -0.03
O 1.44 3.07 1.71  -0.13
H 1.20 4.48 0.21  0.10
H 2.41 4.81 1.34  0.16
H 2.52 2.23 -0.49  0.06
H 3.63 2.67 0.72  0.13
H 4.35 3.35 -1.38  0.08
H 1.88 3.14 2.61  0.13
C 3.52 0.17 3.20  -0.20
C 2.77 0.80 2.05  -0.21
O 1.34 0.45 2.22  -0.07
O 4.80 0.86 3.33  -0.02
H 3.71 -0.90 2.87  0.14
H 2.88 0.39 3.98  0.10
H 3.33 0.63 1.17  0.10
H 2.76 1.86 2.28  0.07
H 0.97 0.96 2.96  0.10
H 5.21 0.30 3.91  0.03
C -0.07 3.20 -1.37  -0.17
C -0.76 2.39 -2.47  -0.27
O -1.59 1.54 -1.90  -0.16
O 0.83 2.28 -0.85  -0.08
H -0.73 3.77 -0.73  0.14
H 0.53 3.91 -1.78  0.10
H -0.21 1.78 -3.18  0.12
H -1.39 3.01 -3.25  0.16
H -2.44 2.00 -1.73  0.13
H 1.54 2.74 -0.51  -0.09
C 1.20 -3.54 3.16  -0.22
C 0.46 -3.36 1.92  -0.53
O 1.28 -3.53 0.90  0.02
O 0.41 -3.24 4.29  -0.11
H 2.09 -2.67 3.33  0.17
H 1.65 -4.63 3.10  0.15
H 0.15 -2.36 1.79  0.07
H -0.37 -4.19 1.83  0.23
H 1.61 -4.46 0.83  0.16
H 0.71 -3.64 5.21  0.16
C 2.14 -1.51 -3.00  0.01
C 3.07 -1.38 -1.68  -0.32
C 4.03 -0.20 -1.71  0.00
O 2.19 -1.35 -0.53  0.02
H 1.37 -0.79 -3.40  0.08
H 1.44 -2.30 -2.63  0.09
H 2.58 -1.76 -3.90  0.03
H 3.45 -2.13 -1.73  -0.01
H 4.55 -0.28 -0.70  0.10
H 3.61 0.72 -1.56  0.02
H 4.96 -0.21 -2.32  0.11
H 2.38 -2.08 -0.15  -0.03
C -0.80 -2.50 0.78  -0.16
C -1.90 -2.93 0.05  -0.33
C -2.61 -1.75 -0.67  -0.07
O -1.67 -3.83 -1.12  0.08
H -0.20 -3.32 1.26  -0.12
H -1.01 -1.70 1.62  0.12
H -0.07 -1.83 0.28  0.12
H -2.77 -3.44 0.59  0.18
H -1.94 -1.10 -1.30  0.07
H -3.26 -1.24 0.06  0.00
H -3.68 -2.09 -1.07  0.15
H -1.73 -4.60 -0.95  -0.11
C -2.36 2.00 2.02  0.01
C -2.93 0.50 2.12  -0.37
C -3.97 0.26 1.05  -0.08
O -1.80 -0.38 1.96  -0.17
H -1.51 2.12 2.55  0.03
H -3.09 2.77 2.42  0.12
H -2.18 2.36 1.11  0.01
H -3.40 0.19 3.12  0.17
H -4.70 1.13 1.09  0.12
H -4.49 -0.65 1.34  0.09
H -3.63 -0.03 0.00  0.04
H -1.91 -1.07 2.79  0.23
C -2.09 -0.28 -3.30  -0.07
C -3.33 0.51 -3.73  -0.35
C -4.48 -0.08 -2.91  -0.02
O -3.12 1.88 -3.33  -0.12
H -2.29 -1.42 -3.67  0.17
H -1.88 -0.48 -2.35  -0.05
H -1.17 0.21 -3.61  0.07
H -3.27 0.56 -4.78  0.13
H -4.82 -0.88 -3.35  0.03
H -5.41 0.48 -3.01  0.08
H -4.33 -0.07 -1.74  0.11
H -3.97 2.33 -3.45  0.12

***

> Which of these has the highest electronic energy?

C3H10N4

***

> Which of these has the highest max |F|?

C20H59O13